(1)
Entry from the Open Molecules 2025 dataset: a structure of composition C6H8N (ωB97M-V with the def2-TZVPD basis set).

HOMO ... -15.1 eV
Energy above the lowest of the compared OMol25 structures with the same formula, charge and spin ... 125.1 kcal per mole

Structure (ORCA input):
```
! RIJCOSX wB97M-V def2-TZVPD def2/J DEFGRID3
* xyz 1 1
C 1.31 -1.33 -0.07
C 0.13 -1.04 0.28
C 0.27 1.27 0.34
C 2.17 -0.02 -0.32
C -0.91 -0.22 0.53
C -1.93 -0.16 -0.50
N 1.49 1.00 -0.21
H 1.80 -2.33 -0.16
H -0.47 2.07 -0.01
H 0.47 1.68 1.41
H 3.23 -0.16 -0.57
H -1.04 -0.22 1.65
H -1.35 -0.14 -1.42
H -2.51 0.70 -0.52
H -2.66 -1.08 -0.44
*
```

***

(2)
Entry from the Open Molecules 2025 dataset: the molecule CHF2P (ωB97M-V with the def2-TZVPD basis set).

HOMO ... -9.8 eV
Structure (SMILES) ... FC(F)=P
Energy above the lowest of the compared OMol25 structures with the same formula, charge and spin ... 7.0 kcal per mole

Structure (ORCA input):
```
! RIJCOSX wB97M-V def2-TZVPD def2/J DEFGRID3
* xyz 0 1
C 0.46 -0.13 0.05
F 1.70 -0.48 0.03
F 0.34 1.34 0.06
P -0.99 -0.98 0.06
H -1.52 0.25 -0.20
*
```

***

(3)
Entry from the Open Molecules 2025 dataset: the molecule C5H9BN2 (ωB97M-V with the def2-TZVPD basis set).

HOMO ... -8.4 eV
Structure (SMILES) ... Bn1cnc(C)c1C
Energy above the lowest of the compared OMol25 structures with the same formula, charge and spin ... 0.0 kcal per mole

Structure (ORCA input):
```
! RIJCOSX wB97M-V def2-TZVPD def2/J DEFGRID3
* xyz 0 1
B 2.52 -0.21 0.06
C 0.94 1.79 0.32
C -0.93 0.73 0.13
C 0.03 -0.24 -0.10
C -2.42 0.53 0.08
C -0.10 -1.73 -0.29
N -0.39 1.94 0.41
N 1.26 0.45 0.04
H 3.57 0.50 -0.03
H 2.53 -1.37 -0.30
H 1.64 2.56 0.40
H -2.69 0.14 -0.98
H -2.65 -0.21 0.92
H -2.96 1.53 0.28
H 0.72 -2.15 -0.77
H -0.20 -2.20 0.67
H -0.88 -2.04 -0.84
*
```

***

(4)
Entry from the Open Molecules 2025 dataset: a structure of composition C18H50AsN3O4RuS3Si4 (ωB97M-V with the def2-TZVPD basis set).

HOMO (alpha / beta) ... -9.1 / -10.5 eV
Energy above the lowest of the compared OMol25 structures with the same formula, charge and spin ... 47.7 kcal per mole
<S²> ... 8.7861

Structure (ORCA input):
```
! RIJCOSX wB97M-V def2-TZVPD def2/J DEFGRID3
* xyz 1 6
Ru -0.14 0.71 0.44
N 1.80 1.76 1.77
N 1.36 3.07 2.05
C 0.52 3.66 1.11
O 0.38 4.87 1.09
O -0.06 2.81 0.31
H 2.05 1.31 2.64
H 2.60 1.76 1.15
H 2.03 3.71 2.46
C -2.13 2.75 -3.79
As -1.26 2.90 -2.08
C 0.34 3.88 -2.46
C -2.45 4.00 -1.08
O -0.99 1.31 -1.61
H -2.26 3.73 -4.24
H -3.11 2.29 -3.64
H -1.54 2.12 -4.45
H 0.06 4.82 -2.93
H 0.95 3.29 -3.13
H 0.86 4.08 -1.53
H -2.88 4.72 -1.78
H -1.90 4.51 -0.29
H -3.24 3.38 -0.66
C -0.64 -4.56 2.70
Si -0.27 -3.71 1.08
C 1.20 -4.59 0.34
C -1.78 -3.90 0.00
Si 0.42 -1.44 1.28
Si 0.51 -1.02 3.85
C 2.36 -1.18 3.93
C -0.13 0.69 4.23
C -0.28 -2.24 5.00
Si -2.39 0.40 1.27
C -3.56 0.17 -0.16
C -2.82 -0.96 2.47
C -2.76 2.01 2.15
H -0.99 -5.57 2.46
H -1.43 -4.06 3.27
H 0.24 -4.66 3.33
H 0.92 -5.61 0.05
H 2.01 -4.66 1.07
H 1.60 -4.09 -0.55
H -1.65 -4.75 -0.67
H -1.98 -3.01 -0.59
H -2.66 -4.10 0.62
H 2.89 -0.52 3.23
H 2.67 -2.21 3.72
H 2.68 -0.93 4.95
H -0.38 1.27 3.34
H 0.60 1.25 4.81
H -1.04 0.60 4.83
H 0.24 -3.20 4.99
H -1.34 -2.41 4.79
H -0.20 -1.81 6.01
H -3.59 -0.89 -0.46
H -3.27 0.75 -1.03
H -4.56 0.46 0.16
H -2.63 -1.95 2.05
H -3.89 -0.90 2.72
H -2.26 -0.88 3.41
H -2.18 2.86 1.78
H -2.58 1.93 3.23
H -3.83 2.24 2.01
C -1.47 -1.17 -3.39
S 0.08 -1.03 -2.54
C 0.80 -2.58 -3.02
O -0.31 -1.24 -1.06
H -1.96 -2.11 -3.10
H -1.28 -1.14 -4.47
H -2.06 -0.31 -3.09
H 0.87 -2.63 -4.11
H 0.18 -3.38 -2.62
H 1.80 -2.62 -2.58
S 2.60 0.98 -1.19
C 3.45 0.99 -2.61
N 4.74 1.31 -2.73
C 5.27 1.50 -4.07
C 4.42 0.61 -4.96
S 2.77 0.61 -4.18
H 5.22 1.65 -1.91
H 6.32 1.20 -4.10
H 5.20 2.54 -4.37
H 4.79 -0.42 -4.98
H 4.34 0.99 -5.98
*
```

***

(5)
Entry from the Open Molecules 2025 dataset: the molecule C6H12O (ωB97M-V with the def2-TZVPD basis set).

HOMO ... -8.1 eV
Structure (SMILES) ... CCC/C=C/CO
Energy above the lowest of the compared OMol25 structures with the same formula, charge and spin ... 96.3 kcal per mole

Structure (ORCA input):
```
! RIJCOSX wB97M-V def2-TZVPD def2/J DEFGRID3
* xyz 0 1
C 2.71 -1.02 -0.30
C 1.54 -0.39 -1.24
C 0.53 0.53 -0.43
C -2.65 0.26 1.07
O -2.04 1.20 2.02
C -1.87 0.04 -0.08
C -0.52 -0.34 0.09
H 3.04 -2.11 -0.41
H 2.31 -0.77 0.72
H 3.61 -0.39 -0.41
H 2.21 0.38 -1.85
H 1.00 -0.83 -2.17
H 0.01 1.31 -1.01
H 1.04 1.07 0.39
H -2.90 -0.66 1.64
H -3.74 0.62 0.88
H -1.75 1.96 1.44
H -2.21 0.33 -1.12
H -0.33 -1.21 0.76
*
```

***

(6)
Entry from the Open Molecules 2025 dataset: a structure of composition C3H9N3 (ωB97M-V with the def2-TZVPD basis set).

HOMO ... -9.2 eV
Energy above the lowest of the compared OMol25 structures with the same formula, charge and spin ... 92.1 kcal per mole

Structure (ORCA input):
```
! RIJCOSX wB97M-V def2-TZVPD def2/J DEFGRID3
* xyz 0 1
C 0.76 2.27 0.29
C -0.02 1.00 1.13
C 0.19 -0.22 0.20
H 0.74 3.21 0.96
H 1.99 2.10 0.14
H 0.17 2.71 -0.69
H 0.41 0.55 2.39
H -1.18 1.15 1.25
H 1.25 -1.33 -0.95
H -1.87 -0.18 -0.10
H -0.43 -2.14 -1.63
H -1.01 -2.47 -0.22
N 1.36 -0.75 -0.04
N -1.00 -0.54 -0.52
N -1.17 -1.84 -0.98
*
```

***

(7)
Entry from the Open Molecules 2025 dataset: a cluster of 3 separate species, C3H5NO2 in total (ωB97M-V with the def2-TZVPD basis set).

HOMO ... -9.3 eV
Energy above the lowest of the compared OMol25 structures with the same formula, charge and spin ... 137.2 kcal per mole

Structure (ORCA input):
```
! RIJCOSX wB97M-V def2-TZVPD def2/J DEFGRID3
* xyz 0 1
N 0.89 -1.26 2.19
C 0.49 -0.71 1.23
O 1.05 0.94 0.39
C 0.41 1.26 -0.64
C -1.03 -0.29 -0.98
O -0.90 -1.11 -0.04
H 1.09 -1.87 2.95
H 0.87 1.12 -1.63
H -0.36 2.05 -0.56
H -1.88 0.42 -0.95
H -0.63 -0.54 -1.97
*
```

***

(8)
Entry from the Open Molecules 2025 dataset: a structure of composition C21H28AsBrIN3O3PdS2 (ωB97M-V with the def2-TZVPD basis set).

HOMO (alpha / beta) ... -13.4 / -13.4 eV
Energy above the lowest of the compared OMol25 structures with the same formula, charge and spin ... 50.6 kcal per mole

Structure (ORCA input):
```
! RIJCOSX wB97M-V def2-TZVPD def2/J DEFGRID3
* xyz 2 1
Pd -0.21 -1.09 0.12
N -2.37 -4.46 -1.34
C -1.51 -3.51 -1.02
S -2.10 -2.06 -0.34
N -0.19 -3.75 -1.32
N 0.54 -2.80 -0.88
C 1.84 -2.91 -1.31
C 2.90 -2.16 -0.87
C 4.12 -2.23 -1.60
C 5.20 -1.53 -1.19
C 5.17 -0.72 0.02
C 4.07 -0.65 0.78
C 2.86 -1.36 0.40
O 1.87 -1.37 1.11
H -3.35 -4.39 -1.11
H -2.02 -5.32 -1.73
H 2.03 -3.67 -2.07
H 4.17 -2.83 -2.50
H 6.11 -1.58 -1.77
H 6.07 -0.19 0.31
H 4.04 -0.07 1.70
O 1.30 0.60 -0.78
S 2.21 1.44 -1.66
C 2.00 3.16 -1.13
C 1.59 3.96 -2.36
C 0.63 3.06 -3.13
C 1.34 1.71 -3.22
H 2.93 3.49 -0.67
H 1.22 3.12 -0.37
H 2.46 4.20 -2.96
H 1.13 4.90 -2.06
H 0.40 3.46 -4.12
H -0.31 2.96 -2.59
H 2.10 1.70 -4.01
H 0.68 0.85 -3.36
C -1.55 -0.67 4.88
As -0.19 -0.91 3.57
C 0.73 0.75 3.42
C 0.90 -2.35 4.17
O -1.01 -1.29 2.13
H -1.09 -0.54 5.86
H -2.18 -1.56 4.88
H -2.14 0.20 4.62
H 1.20 1.00 4.38
H -0.03 1.50 3.19
H 1.47 0.71 2.63
H 1.34 -2.09 5.14
H 1.68 -2.57 3.44
H 0.24 -3.21 4.28
Br -3.69 3.91 1.22
C -4.39 2.62 0.03
C -5.71 2.78 -0.39
C -6.28 1.88 -1.26
C -5.54 0.80 -1.74
C -4.22 0.63 -1.33
C -3.66 1.54 -0.44
I -1.65 1.34 0.12
H -6.28 3.63 -0.02
H -7.30 2.02 -1.58
H -5.98 0.10 -2.43
H -3.64 -0.19 -1.72
*
```

***

(9)
Entry from the Open Molecules 2025 dataset: a structure of composition C31H76N2O9S5Si2 (ωB97M-V with the def2-TZVPD basis set).

HOMO ... -8.6 eV
Energy above the lowest of the compared OMol25 structures with the same formula, charge and spin ... 0.0 kcal per mole

Structure (ORCA input):
```
! RIJCOSX wB97M-V def2-TZVPD def2/J DEFGRID3
* xyz 0 1
C 3.13 -4.01 -0.31
C 2.63 -2.95 -0.95
Si 1.11 -2.03 -0.41
S 0.74 -2.35 1.68
C -0.42 -2.62 -1.31
C -1.69 -1.90 -0.82
C -2.75 -1.77 -1.92
C -4.02 -1.05 -1.44
C -5.17 -2.01 -1.11
C -6.51 -1.29 -0.93
C -6.68 -0.63 0.45
C -6.71 0.92 0.43
C -7.97 1.53 1.06
O -8.98 1.82 0.10
C -8.81 3.03 -0.60
O 1.23 -0.42 -0.80
Si 2.13 0.71 0.00
N 1.00 1.65 0.92
C 2.96 1.80 -1.32
O 2.78 3.17 -0.95
C 2.80 4.08 -2.01
C 4.18 4.69 -2.30
O 5.27 3.88 -1.90
C 6.02 3.31 -2.96
C 6.82 2.15 -2.39
O 6.49 0.95 -3.05
C 7.21 -0.14 -2.49
C 6.69 -0.59 -1.13
N 3.39 0.03 0.98
C 3.36 0.32 2.43
C 4.68 -0.08 3.10
C 4.84 -1.59 3.32
C 5.48 -2.32 2.12
H 2.48 -4.68 0.25
H 4.19 -4.24 -0.33
H 3.16 -2.60 -1.83
H 1.86 -3.02 1.98
H -0.25 -2.32 -2.35
H -0.51 -3.71 -1.24
H -2.11 -2.42 0.05
H -1.42 -0.89 -0.50
H -3.01 -2.76 -2.29
H -2.31 -1.19 -2.74
H -4.38 -0.41 -2.25
H -3.81 -0.41 -0.58
H -4.93 -2.53 -0.17
H -5.27 -2.74 -1.91
H -6.61 -0.55 -1.72
H -7.32 -2.01 -1.10
H -5.82 -0.93 1.05
H -7.56 -1.02 0.97
H -5.83 1.32 0.93
H -6.66 1.26 -0.61
H -7.71 2.45 1.60
H -8.43 0.85 1.77
H -9.70 3.65 -0.47
H -8.68 2.85 -1.67
H -7.95 3.60 -0.24
H 0.08 1.61 0.50
H 1.27 2.63 0.95
H 4.01 1.54 -1.46
H 2.47 1.61 -2.29
H 2.35 3.65 -2.91
H 2.16 4.92 -1.71
H 4.25 4.92 -3.37
H 4.28 5.64 -1.76
H 5.34 2.93 -3.74
H 6.70 4.07 -3.38
H 7.90 2.33 -2.51
H 6.60 2.10 -1.32
H 7.16 -0.95 -3.21
H 8.27 0.15 -2.38
H 6.88 -1.65 -1.00
H 7.15 -0.06 -0.30
H 5.60 -0.47 -1.09
H 4.25 0.45 0.64
H 2.56 -0.24 2.90
H 3.18 1.38 2.63
H 4.76 0.46 4.05
H 5.50 0.28 2.46
H 3.87 -2.05 3.54
H 5.48 -1.75 4.19
H 6.55 -2.42 2.27
H 5.31 -1.76 1.20
H 5.07 -3.33 2.01
C -11.87 -0.69 -1.11
S -10.47 -1.81 -1.07
O -9.69 -1.56 -2.31
C -11.41 -3.32 -1.34
H -11.48 0.32 -1.00
H -12.39 -0.79 -2.07
H -12.55 -0.92 -0.29
H -11.95 -3.24 -2.28
H -12.09 -3.47 -0.51
H -10.69 -4.14 -1.39
C 4.79 4.98 1.27
S 6.56 4.79 1.05
O 6.87 3.36 1.33
C 7.05 5.72 2.51
H 4.30 4.42 0.48
H 4.50 4.57 2.24
H 4.53 6.03 1.20
H 6.60 5.26 3.40
H 6.72 6.75 2.41
H 8.13 5.68 2.58
C -7.19 -3.01 -4.31
S -5.50 -3.31 -4.85
O -4.74 -2.07 -4.55
C -5.85 -3.29 -6.61
H -7.20 -2.94 -3.23
H -7.55 -2.08 -4.74
H -7.82 -3.85 -4.62
H -6.30 -2.34 -6.88
H -6.52 -4.12 -6.85
H -4.90 -3.42 -7.13
C 6.70 -1.53 9.38
S 5.49 -1.85 8.09
O 6.00 -2.99 7.29
C 5.81 -0.36 7.15
H 6.69 -2.37 10.06
H 7.69 -1.42 8.93
H 6.42 -0.62 9.92
H 6.86 -0.34 6.85
H 5.56 0.51 7.75
H 5.18 -0.39 6.26
*
```

***

(10)
Entry from the Open Molecules 2025 dataset: the ion C5H9N4 with charge +1 (ωB97M-V with the def2-TZVPD basis set).

HOMO ... -13.7 eV
Structure (SMILES) ... Cn1cccn/c1=[NH+]/N
Energy above the lowest of the compared OMol25 structures with the same formula, charge and spin ... 63.3 kcal per mole

Structure (ORCA input):
```
! RIJCOSX wB97M-V def2-TZVPD def2/J DEFGRID3
* xyz 1 1
C 2.71 0.02 -0.09
C 1.64 0.87 -0.12
C 2.49 -1.38 0.07
C 0.27 -0.93 0.12
C -0.65 1.45 0.44
N 1.27 -1.80 0.11
N 0.42 0.42 0.19
N -2.21 -0.91 -0.38
N -1.05 -1.55 -0.02
H 3.71 0.20 -0.30
H 1.66 1.87 -0.24
H 3.19 -2.12 0.40
H -0.38 1.90 1.52
H -0.77 2.26 -0.24
H -1.66 0.85 0.45
H -2.95 -1.09 0.19
H -2.50 -1.18 -1.26
H -0.96 -2.50 0.16
*
```

***

(11)
Entry from the Open Molecules 2025 dataset: a structure of composition C3O2Rb (ωB97M-V with the def2-TZVPD basis set).

HOMO (alpha / beta) ... -1.7 / -1.7 eV
Energy above the lowest of the compared OMol25 structures with the same formula, charge and spin ... 6.1 kcal per mole

Structure (ORCA input):
```
! RIJCOSX wB97M-V def2-TZVPD def2/J DEFGRID3
* xyz -1 1
O 0.76 -0.93 -0.03
C 1.81 -0.10 0.00
C 2.85 0.59 0.02
O -0.69 0.76 -0.05
C -0.54 -0.47 -0.09
Rb -4.19 0.15 0.14
*
```

***

(12)
Entry from the Open Molecules 2025 dataset: a structure of composition C51H39BrF5N6O9P2S2Ta (ωB97M-V with the def2-TZVPD basis set).

HOMO (alpha / beta) ... -11.1 / -11.1 eV
Energy above the lowest of the compared OMol25 structures with the same formula, charge and spin ... 176.3 kcal per mole

Structure (ORCA input):
```
! RIJCOSX wB97M-V def2-TZVPD def2/J DEFGRID3
* xyz 2 1
Ta -0.40 0.41 -0.08
C 6.31 4.51 4.56
S 5.31 3.11 4.00
C 3.64 3.79 4.36
C 2.56 3.00 3.65
C 2.82 3.04 2.14
N 1.98 2.19 1.30
P 2.09 0.48 0.91
C 2.28 -0.31 2.56
C 3.42 -0.09 3.33
C 3.57 -0.75 4.54
C 2.58 -1.62 4.99
C 1.43 -1.80 4.25
C 1.28 -1.15 3.04
C 3.84 0.23 0.13
C 3.96 -0.86 -0.95
C 5.39 -1.06 -1.49
C 6.30 0.09 -1.39
C 5.89 1.24 -0.78
C 4.68 1.39 -0.11
P 0.51 2.82 0.72
C -0.25 3.63 2.16
C -0.02 4.98 2.41
C -0.49 5.55 3.58
C -1.21 4.79 4.49
C -1.46 3.45 4.23
C -0.98 2.86 3.07
C 0.88 4.16 -0.45
C 2.13 4.34 -1.04
C 2.30 5.31 -2.01
C 1.22 6.10 -2.40
C -0.02 5.92 -1.81
C -0.20 4.95 -0.85
H 7.35 4.21 4.48
H 6.06 4.73 5.59
H 6.12 5.37 3.92
H 3.64 4.83 4.03
H 3.49 3.75 5.44
H 1.59 3.43 3.89
H 2.57 1.96 4.00
H 3.86 2.76 2.00
H 2.69 4.07 1.79
H 4.20 0.57 2.99
H 4.46 -0.59 5.12
H 2.72 -2.14 5.92
H 0.64 -2.44 4.62
H 0.38 -1.30 2.47
H 3.14 -1.08 -1.62
H 5.44 -1.55 -2.47
H 7.27 0.00 -1.85
H 6.54 2.11 -0.82
H 4.43 2.34 0.32
H 0.53 5.58 1.70
H -0.31 6.59 3.77
H -1.58 5.24 5.39
H -2.04 2.86 4.93
H -1.18 1.81 2.87
H 2.97 3.73 -0.74
H 3.26 5.44 -2.47
H 1.36 6.85 -3.15
H -0.85 6.54 -2.11
H -1.17 4.81 -0.38
Br -2.52 -0.52 -3.06
C -3.17 -1.38 -1.51
C -4.17 -2.34 -1.51
C -4.57 -2.85 -0.29
C -3.97 -2.39 0.88
C -2.96 -1.45 0.76
N -2.56 -0.97 -0.41
C -2.19 -0.93 1.95
O -2.43 -1.27 3.07
O -1.22 -0.11 1.61
H -4.62 -2.66 -2.44
H -5.33 -3.61 -0.24
H -4.25 -2.74 1.86
F -3.41 4.17 -5.42
C -3.21 3.72 -4.19
C -4.26 3.70 -3.27
F -5.45 4.16 -3.61
C -4.08 3.17 -1.99
F -5.10 3.11 -1.15
C -2.83 2.68 -1.59
S -2.54 2.03 0.00
C -1.81 2.75 -2.53
F -0.58 2.24 -2.15
C -1.97 3.22 -3.82
F -0.93 3.20 -4.66
C 2.31 0.77 -4.61
C 2.56 1.55 -3.50
C 1.93 1.24 -2.31
N 1.06 0.23 -2.17
C 0.86 -0.56 -3.24
C 1.45 -0.32 -4.47
H 2.75 1.00 -5.57
H 3.22 2.40 -3.55
H 2.09 1.85 -1.43
H 0.21 -1.41 -3.09
H 1.23 -0.96 -5.31
O 4.87 -6.30 2.21
N 3.66 -6.21 2.20
O 2.87 -6.97 2.69
C 3.11 -5.03 1.53
C 4.01 -4.07 1.06
C 3.50 -2.92 0.51
C 2.11 -2.65 0.42
O 1.68 -1.50 0.04
C 1.24 -3.70 0.83
C 1.74 -4.86 1.41
N -0.16 -3.52 0.69
O -0.91 -4.30 1.22
O -0.56 -2.57 0.01
N 4.33 -1.83 0.09
O 4.42 -0.85 1.06
O 5.55 -2.13 -0.45
H 5.07 -4.24 1.15
H 1.07 -5.63 1.77
*
```